[1]
# C26H73N7O9

9 unconnected molecules or ions with the total composition C26H73N7O9 in a non-equilibrium geometry (ωB97M-V/def2-TZVPD, the OMol25 dataset).

```
115
Properties=species:S:1:pos:R:3
C 3.00 -1.67 -1.20
O 3.78 -0.72 -0.50
C 4.48 0.03 -1.41
C 5.40 0.95 -0.60
C 6.07 1.93 -1.57
N 6.42 0.12 0.03
H 2.42 -1.21 -2.00
H 2.35 -2.26 -0.55
H 3.73 -2.32 -1.72
H 5.13 -0.56 -2.09
H 3.76 0.65 -1.99
H 4.79 1.41 0.21
H 5.52 2.84 -1.79
H 6.18 1.40 -2.51
H 7.06 2.15 -1.17
H 5.92 -0.54 0.61
H 6.98 0.76 0.57
C -1.16 -4.10 -5.25
O -0.46 -3.30 -6.21
C 0.40 -2.46 -5.50
C 1.11 -1.47 -6.38
C 1.94 -2.17 -7.48
N 1.88 -0.47 -5.59
H -1.73 -3.51 -4.52
H -0.46 -4.66 -4.63
H -1.85 -4.76 -5.78
H -0.17 -1.88 -4.75
H 1.13 -3.03 -4.91
H 0.34 -0.92 -6.93
H 2.36 -1.46 -8.21
H 1.23 -2.76 -8.08
H 2.67 -2.85 -7.07
H 2.73 -0.92 -5.21
H 1.34 -0.23 -4.77
C 1.00 -2.08 2.60
O 1.74 -2.37 3.78
C 1.03 -2.16 4.92
C 1.93 -2.37 6.11
C 1.06 -2.09 7.37
N 2.98 -1.31 6.09
H 0.71 -1.01 2.54
H 0.08 -2.68 2.61
H 1.67 -2.31 1.76
H 0.71 -1.11 4.89
H 0.13 -2.80 4.97
H 2.30 -3.37 6.04
H 0.36 -2.93 7.51
H 0.51 -1.15 7.36
H 1.69 -2.08 8.27
H 3.68 -1.45 5.34
H 3.49 -1.34 6.97
N -3.71 0.48 4.25
C -3.35 0.63 2.98
N -2.25 0.03 2.60
O -4.10 1.14 2.17
H -4.59 0.98 4.40
H -3.02 0.45 4.96
H -2.06 0.15 1.59
H -1.62 -0.45 3.17
N -0.73 -4.97 -1.22
C -0.83 -3.58 -1.17
N -1.71 -2.96 -0.34
O 0.02 -2.91 -1.70
H -1.40 -5.63 -0.83
H -0.03 -5.21 -1.90
H -2.45 -3.38 0.14
H -1.56 -1.94 -0.39
C 3.36 0.65 2.91
C 3.17 2.13 2.89
C 1.95 2.62 3.69
O 4.32 2.76 3.44
H 3.20 0.33 3.94
H 4.27 0.24 2.48
H 2.53 0.27 2.35
H 3.14 2.49 1.86
H 1.80 3.71 3.57
H 2.14 2.37 4.72
H 1.01 2.14 3.38
H 4.23 3.70 3.30
C -5.36 5.11 -0.12
C -4.01 4.84 -0.66
C -2.93 4.69 0.41
O -4.00 3.77 -1.60
H -5.32 6.06 0.37
H -5.75 4.34 0.56
H -6.14 5.16 -0.88
H -3.76 5.72 -1.29
H -2.70 5.59 0.97
H -1.96 4.46 -0.07
H -3.12 3.87 1.10
H -4.18 2.93 -1.16
C 0.25 1.12 -2.37
C 0.06 0.61 -0.96
C 0.14 1.71 0.11
O -1.23 -0.07 -0.85
H 0.07 0.27 -3.03
H 1.27 1.52 -2.43
H -0.47 1.90 -2.64
H 0.84 -0.13 -0.75
H 0.06 1.21 1.08
H -0.70 2.45 0.01
H 1.11 2.21 -0.01
H -1.95 0.52 -1.10
C -6.61 0.31 0.01
C -5.50 0.30 -0.99
C -6.01 0.78 -2.38
O -4.40 1.16 -0.58
H -7.47 -0.29 -0.26
H -6.99 1.33 0.09
H -6.33 -0.06 0.99
H -5.11 -0.72 -1.12
H -6.81 0.12 -2.74
H -5.27 0.70 -3.17
H -6.47 1.76 -2.34
H -4.31 1.17 0.37
```

* orbital gap: 0.3430 Ha
* E_tot: -57004.3500 eV
* energy above the lowest of the compared OMol25 structures with the same formula, charge and spin: 0.0 kcal/mol
* SMILES string: COC[C@H](C)N.COC[C@H](C)N.COC[C@H](C)N.NC(N)=O.NC(N)=O.CC(C)O.CC(C)O.CC(C)O.CC(C)O
* HOMO: -9.1 eV

=====

[2]
# C26H74IN4O14Zn

A molecular structure, C26H74IN4O14Zn in a non-equilibrium geometry (ωB97M-V/def2-TZVPD, the OMol25 dataset).

```
120
Properties=species:S:1:pos:R:3
Zn -22.69 0.59 -11.39
I -18.32 2.98 -11.43
C -27.04 -1.89 -13.36
C -26.38 -1.25 -14.59
C -27.02 -1.75 -15.95
O -26.17 -1.45 -17.17
C -26.83 -1.83 -18.40
N -26.19 0.22 -14.56
H -28.00 -1.40 -13.21
H -26.45 -1.79 -12.44
H -27.36 -2.93 -13.41
H -25.32 -1.47 -14.74
H -27.93 -1.15 -15.95
H -27.17 -2.83 -15.89
H -26.41 -2.77 -18.75
H -26.61 -1.16 -19.23
H -27.91 -1.92 -18.27
H -25.94 0.42 -15.52
H -27.08 0.67 -14.38
C -20.62 2.08 -6.18
C -21.48 0.81 -6.14
C -21.73 0.24 -4.80
O -22.47 -0.95 -4.86
C -23.00 -1.23 -3.59
N -22.64 0.79 -6.99
H -21.05 2.79 -5.47
H -20.73 2.58 -7.14
H -19.58 1.91 -5.90
H -20.90 0.02 -6.62
H -22.28 1.05 -4.31
H -20.82 -0.03 -4.27
H -23.51 -2.20 -3.51
H -23.74 -0.59 -3.11
H -22.16 -1.38 -2.91
H -23.15 1.65 -6.86
H -23.21 0.11 -6.51
C -21.16 5.68 -7.46
C -21.91 5.60 -8.79
C -21.46 6.61 -9.85
O -21.61 8.08 -9.68
C -23.14 8.40 -9.68
N -21.79 4.24 -9.19
H -21.59 4.98 -6.75
H -21.21 6.66 -6.99
H -20.09 5.45 -7.56
H -22.95 5.79 -8.51
H -21.78 6.49 -10.88
H -20.39 6.44 -9.92
H -23.58 7.99 -10.59
H -23.23 9.47 -9.48
H -23.62 7.80 -8.90
H -20.92 4.23 -9.70
H -22.46 4.04 -9.92
C -19.33 -1.03 -9.49
C -20.47 -0.77 -10.53
C -21.62 -1.83 -10.38
O -22.68 -1.54 -11.29
C -23.39 -2.71 -11.77
N -20.89 0.56 -10.54
H -19.20 -2.11 -9.43
H -19.45 -0.62 -8.49
H -18.40 -0.69 -9.93
H -20.00 -1.06 -11.47
H -21.86 -2.03 -9.33
H -21.24 -2.81 -10.67
H -24.25 -2.59 -12.43
H -23.73 -3.29 -10.91
H -22.60 -3.39 -12.12
H -20.11 1.12 -10.86
H -20.79 0.87 -9.58
C -21.34 1.74 -13.82
C -22.27 2.84 -13.29
O -22.76 2.50 -11.97
O -21.84 0.49 -13.31
H -20.33 1.87 -13.43
H -21.26 1.75 -14.91
H -23.04 2.95 -14.05
H -21.81 3.83 -13.22
H -23.30 3.25 -11.74
H -22.16 -0.09 -14.01
C -25.04 3.91 -7.23
C -26.49 3.18 -7.31
O -26.53 2.00 -6.52
O -24.09 3.12 -7.86
H -24.79 4.07 -6.18
H -25.11 4.86 -7.77
H -26.71 3.01 -8.36
H -27.25 3.89 -7.00
H -26.50 2.23 -5.59
H -23.27 3.59 -8.03
C -22.63 -0.50 -16.89
C -22.43 -1.89 -16.22
O -22.25 -1.74 -14.79
O -23.92 0.09 -16.79
H -22.30 -0.32 -17.91
H -21.93 0.17 -16.39
H -21.43 -2.08 -16.62
H -23.07 -2.74 -16.42
H -22.17 -2.63 -14.44
H -24.63 -0.50 -17.06
C -25.54 0.60 -11.11
C -24.97 0.19 -9.82
O -23.70 0.73 -9.69
O -24.66 0.14 -12.21
H -25.63 1.69 -11.14
H -26.47 0.13 -11.42
H -25.06 -0.90 -9.84
H -25.56 0.72 -9.08
H -23.72 1.09 -8.80
H -25.25 0.05 -12.96
C -27.94 2.71 -13.23
C -28.18 3.56 -14.49
O -27.56 3.13 -15.65
O -28.50 1.48 -13.38
H -28.28 3.16 -12.29
H -26.86 2.61 -13.09
H -27.67 4.52 -14.41
H -29.20 3.64 -14.86
H -28.11 2.39 -15.91
H -28.91 1.33 -12.53
```

* orbital gap: 0.2382 Ha
* E_tot: -119295.2918 eV
* net charge: +1
* HOMO: -8.8 eV

=====

[3]
# C26H75N3O10

10 unconnected molecules or ions with the total composition C26H75N3O10 in a non-equilibrium geometry (ωB97M-V/def2-TZVPD, the OMol25 dataset).

```
114
Properties=species:S:1:pos:R:3
C -4.04 -0.77 -0.99
O -5.33 -0.86 -1.52
C -6.36 -1.22 -0.62
C -6.85 -0.16 0.40
C -7.96 -0.81 1.27
N -7.56 0.91 -0.31
H -3.93 0.11 -0.36
H -3.36 -0.73 -1.84
H -3.83 -1.72 -0.50
H -6.99 -1.63 -1.41
H -6.09 -2.12 -0.07
H -6.04 0.33 0.94
H -7.44 -1.54 1.89
H -8.84 -1.24 0.81
H -8.30 -0.05 1.98
H -8.14 0.46 -1.01
H -6.90 1.50 -0.80
C 0.86 -1.19 7.23
O 1.32 -0.01 6.70
C 1.43 -0.13 5.28
C 1.69 1.23 4.55
C 0.62 2.32 4.71
N 2.00 0.96 3.13
H -0.02 -1.57 6.71
H 0.65 -0.94 8.27
H 1.69 -1.90 7.22
H 2.32 -0.71 5.03
H 0.54 -0.52 4.80
H 2.60 1.66 4.98
H 0.95 3.33 4.45
H 0.38 2.39 5.77
H -0.27 1.98 4.19
H 1.15 0.61 2.73
H 2.12 1.88 2.73
C 4.53 2.26 -3.16
O 4.35 1.66 -4.45
C 3.04 1.25 -4.69
C 2.23 0.40 -3.69
C 2.96 -0.83 -3.38
N 0.84 0.15 -4.10
H 5.52 2.72 -3.18
H 4.48 1.57 -2.32
H 3.81 3.05 -2.91
H 2.47 2.18 -4.71
H 2.99 0.80 -5.68
H 2.17 0.96 -2.75
H 3.27 -1.34 -4.29
H 2.37 -1.58 -2.85
H 3.84 -0.60 -2.78
H 0.50 -0.58 -3.48
H 0.88 -0.22 -5.03
C -1.17 -6.07 -1.70
C -0.68 -4.57 -1.97
O 0.37 -4.26 -1.04
H -1.70 -6.47 -2.56
H -1.74 -6.18 -0.77
H -0.45 -6.90 -1.66
H -1.58 -4.00 -1.76
H -0.29 -4.35 -2.96
H 0.56 -5.06 -0.54
C 0.33 4.95 -2.06
C 0.43 6.02 -1.01
O 0.82 5.56 0.25
H -0.42 4.18 -1.87
H 1.22 4.36 -2.25
H 0.02 5.42 -2.99
H -0.52 6.56 -0.95
H 1.19 6.77 -1.25
H 0.51 6.16 0.92
C -2.67 2.00 -3.23
C -2.67 0.87 -4.27
O -1.61 1.12 -5.11
H -2.42 1.55 -2.27
H -3.69 2.38 -3.13
H -2.03 2.87 -3.38
H -3.53 0.85 -4.94
H -2.69 -0.12 -3.81
H -0.84 0.89 -4.59
C 4.76 -2.36 0.59
C 3.37 -2.77 -0.01
O 3.42 -4.12 -0.39
H 4.88 -1.29 0.80
H 5.63 -2.78 0.07
H 4.79 -2.96 1.50
H 3.19 -2.06 -0.82
H 2.58 -2.71 0.73
H 2.65 -4.34 -0.93
C -0.30 0.80 -0.60
C 0.64 -0.50 -0.56
O 0.05 -1.40 -1.50
H -0.26 1.31 -1.56
H -0.02 1.44 0.24
H -1.36 0.80 -0.34
H 0.59 -0.96 0.42
H 1.69 -0.33 -0.77
H 0.30 -2.32 -1.40
C 4.44 2.66 1.28
C 3.33 3.71 1.63
O 2.00 3.18 1.41
H 4.04 1.70 1.59
H 5.25 3.07 1.89
H 4.71 2.66 0.22
H 3.47 4.67 1.13
H 3.47 3.96 2.68
H 1.46 3.91 1.09
C -0.22 -2.99 2.42
C -0.84 -3.68 3.67
O -1.58 -2.63 4.14
H -0.98 -2.67 1.71
H 0.44 -3.74 1.98
H 0.49 -2.23 2.76
H 0.01 -3.92 4.31
H -1.54 -4.50 3.49
H -1.61 -2.82 5.09
```

* orbital gap: 0.3447 Ha
* E_tot: -53117.3029 eV
* energy above the lowest of the compared OMol25 structures with the same formula, charge and spin: 75.8 kcal/mol
* SMILES string: COC[C@H](C)N.COC[C@H](C)N.COC[C@H](C)N.CCO.CCO.CCO.CCO.CCO.CCO.CCO
* HOMO: -9.0 eV